one) Below is 9 unconnected molecules or ions with the total composition C27H27F9O27, with properties calculated with the ωB97M-V functional and the def2-TZVPD basis.

Atoms and positions in Å:
1 C 0.389 -18.599 15.123
2 H 0.808 -16.322 25.370
3 O -2.393 -20.557 19.269
4 H -4.006 -14.123 16.815
5 F -6.227 -12.813 22.819
6 H -6.919 -21.391 20.642
7 C 1.177 -17.407 14.663
8 H -8.334 -14.796 21.542
9 H -2.784 -16.082 19.343
10 F -6.605 -21.727 22.490
11 H -4.257 -21.209 21.784
12 H -5.701 -13.437 14.698
13 C -1.355 -15.621 25.695
14 C -4.939 -20.571 21.222
15 O -4.680 -17.401 14.115
16 F 1.654 -19.745 20.313
17 O -0.248 -19.997 19.108
18 H 2.659 -12.816 20.601
19 H -0.181 -17.297 20.777
20 O -0.221 -13.909 23.453
21 O -1.532 -18.870 20.495
22 C -1.863 -21.455 15.303
23 O -9.580 -11.077 20.936
24 C -3.178 -19.805 16.080
25 C 1.638 -13.083 20.705
26 H -4.600 -20.637 20.197
27 O -4.773 -19.228 21.608
28 O -2.139 -16.676 22.557
29 O 1.295 -12.923 22.129
30 O -2.911 -22.087 15.909
31 O -2.244 -15.840 24.570
32 F -0.426 -17.706 26.169
33 H -4.399 -21.458 17.055
34 O -0.955 -22.046 14.756
35 H -2.902 -16.994 20.767
36 O -5.684 -16.640 19.409
37 O -5.017 -15.135 13.908
38 O -0.281 -18.150 16.258
39 C -4.705 -14.646 16.161
40 C 1.130 -14.460 20.329
41 O 0.180 -14.654 21.334
42 O -3.857 -17.845 19.139
43 H -7.746 -13.915 23.367
44 F 0.464 -16.721 13.664
45 H -3.960 -13.441 14.486
46 C -0.220 -16.616 25.334
47 H 1.095 -12.260 20.201
48 O -2.083 -20.148 15.226
49 C -4.819 -14.041 14.778
50 C -7.439 -13.217 22.576
51 O -0.181 -16.352 17.611
52 C -7.702 -13.938 21.286
53 H 0.062 -18.723 21.780
54 O -8.290 -12.145 22.545
55 C 0.374 -13.830 22.400
56 O 1.154 -16.499 15.784
57 O -8.245 -12.840 20.460
58 F -5.944 -14.579 16.780
59 O -5.784 -18.676 18.335
60 C -1.686 -16.516 23.636
61 H 2.133 -17.413 14.248
62 C -3.915 -21.129 16.147
63 H -1.042 -14.582 25.597
64 F -4.624 -14.646 19.638
65 O -0.442 -16.939 23.972
66 O -6.295 -17.561 22.255
67 C -8.824 -11.929 21.235
68 C -0.296 -18.334 20.795
69 H -6.780 -14.224 20.852
70 C -6.433 -20.858 21.427
71 C -6.027 -18.708 21.881
72 C -1.470 -19.867 19.589
73 H -3.769 -18.975 15.648
74 H -5.192 -15.903 21.195
75 C -4.790 -15.966 20.186
76 C -5.163 -17.820 18.916
77 F 2.128 -15.415 20.422
78 H 0.987 -19.516 15.298
79 H 1.234 -18.471 19.008
80 O -7.036 -19.601 21.705
81 C -3.459 -16.674 19.902
82 F -4.874 -21.237 15.193
83 H -0.314 -18.744 14.308
84 C -4.717 -16.309 14.563
85 H -2.851 -19.492 17.101
86 C 0.627 -19.038 19.726
87 H -1.852 -15.860 26.596
88 H 0.646 -14.567 19.325
89 C 0.173 -16.954 16.687
90 O -4.398 -15.940 15.891

Total charge   0
Gap between HOMO and LUMO   11.0 eV

Here are the Löwdin charges for atoms 1 to 5, given in e: -0.08, 0.16, 0.16, 0.17, 0.13


two) Below is 9 unconnected molecules or ions with the total composition C27H27F9O27, with properties calculated with the ωB97M-V functional and the def2-TZVPD basis.

Atoms and positions in Å:
1 F 2.319 -2.323 4.278
2 H -2.519 -1.274 -7.447
3 O 6.407 -0.951 0.613
4 F -0.445 5.645 0.874
5 O -1.600 -4.159 4.118
6 F 0.280 -4.777 2.980
7 H 1.229 -1.092 -5.619
8 H 4.266 -3.025 -0.388
9 O -1.854 1.848 -3.938
10 O 1.662 -0.753 0.921
11 O 1.953 -2.745 -3.329
12 F -2.452 -0.641 1.347
13 C 6.897 -2.136 1.027
14 C 0.468 3.629 -0.874
15 C -2.098 1.467 5.602
16 H -0.659 4.532 -3.765
17 O -1.502 -2.147 5.216
18 H -3.087 1.345 3.690
19 H 0.857 -1.086 5.607
20 O -4.237 -1.680 -4.726
21 C -1.270 -0.467 -0.748
22 O 2.366 -0.180 3.680
23 F 4.273 -0.190 0.102
24 C 2.928 -1.819 -3.460
25 H -4.518 -2.582 -6.595
26 H 5.532 -0.971 -1.230
27 H -0.428 2.619 -5.228
28 H 4.160 -2.261 1.242
29 F 0.236 0.052 -4.332
30 H -5.098 -0.936 -6.475
31 H 0.314 2.545 1.652
32 C -4.308 -1.613 -6.147
33 H -1.694 -1.477 -0.768
34 O -0.763 3.854 -0.377
35 O -1.188 -2.337 3.010
36 C 0.602 3.555 1.360
37 H -1.438 4.030 1.657
38 C -2.067 1.359 4.087
39 C 4.789 -2.446 0.372
40 O -0.383 0.126 1.263
41 C -0.647 4.301 0.962
42 C 1.825 -0.625 5.819
43 C 2.747 -1.099 4.694
44 O -1.363 4.607 4.572
45 C 0.601 -0.434 0.517
46 F -2.940 0.400 -6.527
47 H 0.126 -1.778 -2.820
48 H 3.791 -1.057 5.007
49 F -2.126 5.033 -5.045
50 O 2.384 -0.650 -3.959
51 H -2.386 -3.467 1.706
52 C -1.573 4.120 -4.182
53 C -2.960 -0.979 -6.495
54 C 1.132 -0.946 -4.540
55 O -2.637 3.796 -3.265
56 O -2.168 -1.358 -5.415
57 H -0.658 -3.145 1.227
58 H 0.099 -2.842 -4.175
59 F -0.918 1.067 6.144
60 C 1.996 0.989 4.282
61 H 1.170 3.985 2.178
62 O 1.808 0.780 5.585
63 H -2.912 0.935 6.089
64 C -1.060 -4.579 2.891
65 C -2.960 -1.646 -4.353
66 O -1.244 2.471 3.771
67 C -1.354 -3.338 2.038
68 H -2.112 2.698 -5.792
69 O 7.908 -2.319 1.625
70 C -1.620 0.142 0.604
71 H -1.568 0.491 3.654
72 O -2.227 2.863 5.719
73 H -2.049 1.140 0.514
74 C 5.242 -1.088 -0.187
75 C -1.534 3.449 4.712
76 O 1.934 2.033 3.717
77 H -1.572 -0.036 -1.699
78 O 0.736 3.644 -2.039
79 C -2.708 2.463 -3.125
80 O -3.466 1.900 -2.392
81 C 0.728 -2.114 -3.659
82 H 2.128 -0.857 6.836
83 O 1.338 3.411 0.117
84 C -1.460 2.799 -4.928
85 C -1.409 -2.794 4.229
86 O 5.978 -3.103 0.782
87 O -2.588 -1.842 -3.241
88 H -1.565 -5.403 2.392
89 O 0.143 -0.647 -0.723
90 O 4.037 -1.908 -3.074

Total charge   0
Gap between HOMO and LUMO   10.8 eV

Here are the Löwdin charges for atoms 1 to 5, given in e: 0.07, 0.17, 0.13, 0.09, 0.13


Most stable to least stable, the ends of the list are one) and two).


one) Below is C5H7ClN2 in the gas phase, with properties calculated with the ωB97M-V functional and the def2-TZVPD basis.

Atoms and positions in Å:
1 C 1.286 -0.081 -0.198
2 Cl -3.335 -0.016 -0.657
3 H -1.142 1.911 0.197
4 C 0.231 -0.894 0.087
5 C 1.000 1.305 -0.158
6 N 2.671 -0.584 -0.348
7 H 2.557 -1.511 -0.896
8 N -0.372 1.374 0.357
9 H -2.467 0.103 1.521
10 H 3.185 0.069 -1.117
11 H 1.292 2.167 -1.006
12 H -2.138 -1.525 0.832
13 C -0.704 0.044 0.438
14 C -2.100 -0.422 0.725
15 H 0.033 -1.941 0.223

Total charge   0
Gap between HOMO and LUMO   8.7 eV

Here are the Löwdin charges for atoms 1 to 5, given in e: -0.39, 0.43, 0.09, -0.01, -0.05


two) Below is C5H7ClN2 in the gas phase, with properties calculated with the ωB97M-V functional and the def2-TZVPD basis.

Atoms and positions in Å:
1 C 2.392 -1.806 -0.624
2 H 2.367 -2.843 -0.906
3 Cl 3.983 -1.154 -0.627
4 C 1.301 -1.122 -0.309
5 C 1.239 0.318 -0.041
6 C -2.110 1.155 -0.319
7 H 2.222 0.853 -0.007
8 H -1.617 1.408 1.858
9 H 0.333 -1.652 -0.322
10 H -1.813 2.150 -0.554
11 N -1.008 0.256 0.072
12 H -2.653 -0.051 1.473
13 C -1.960 0.692 1.100
14 H -2.855 0.769 -0.962
15 N 0.179 1.029 0.166

Total charge   0
Gap between HOMO and LUMO   9.4 eV

Here are the Löwdin charges for atoms 1 to 5, given in e: -0.56, 0.06, 0.62, -0.18, -0.16


Most stable to least stable, the ends of the list are one) and two).


one) Below is 3 unconnected molecules or ions with the total composition C4H6ClNOS, with properties calculated with the ωB97M-V functional and the def2-TZVPD basis.

Atoms and positions in Å:
1 O -2.027 -0.344 -1.745
2 C 0.265 -0.570 -0.708
3 H -2.512 -0.501 -0.463
4 C -0.896 1.486 0.071
5 Cl 0.893 0.203 1.828
6 C 0.179 0.594 0.231
7 N -1.118 2.456 1.045
8 H -1.434 1.518 -0.805
9 H -0.985 -2.240 -2.025
10 H -1.958 3.086 0.912
11 S 1.493 -1.537 -0.413
12 C -0.750 -0.969 -1.954
13 H -0.246 -0.614 -3.271
14 H -0.676 2.196 1.989

Total charge   0
Gap between HOMO and LUMO   7.6 eV

Here are the Löwdin charges for atoms 1 to 5, given in e: -0.29, -0.83, 0.32, -0.20, 0.58


two) Below is a molecular structure, C4H6ClNOS, with properties calculated with the ωB97M-V functional and the def2-TZVPD basis.

Atoms and positions in Å:
1 H -1.657 2.981 0.642
2 Cl -0.403 3.160 0.232
3 H 1.092 0.971 2.141
4 H 1.307 -1.536 -1.139
5 S -1.441 -0.337 0.493
6 H -0.835 -1.490 -1.475
7 H -2.593 -1.586 -1.300
8 C 1.228 -0.884 -0.206
9 C 0.248 -0.382 0.573
10 C -1.654 -0.898 -1.201
11 O 3.313 0.027 0.831
12 N 1.019 0.160 1.555
13 H -1.781 0.058 -1.879
14 C 2.158 -0.244 0.735

Total charge   0
Gap between HOMO and LUMO   8.7 eV

Here are the Löwdin charges for atoms 1 to 5, given in e: -0.20, 0.25, 0.13, 0.13, 0.90


Most stable to least stable, the ends of the list are two) and one).


one) Below is C4H6ClNOS in the gas phase, with properties calculated with the ωB97M-V functional and the def2-TZVPD basis.

Atoms and positions in Å:
1 H -1.624 1.149 -0.760
2 N 0.148 0.997 0.057
3 H -3.169 0.188 -1.072
4 H 1.807 -1.628 1.151
5 H 2.418 -0.007 1.320
6 C -2.174 0.144 -0.743
7 H -2.310 -1.932 -0.142
8 Cl 2.894 -1.044 -0.696
9 H 0.444 3.138 -0.100
10 C 1.805 -0.671 0.687
11 C -1.650 -1.017 -0.255
12 S 1.416 2.126 -0.142
13 C 0.416 -0.216 0.381
14 O -0.420 -1.226 0.313

Total charge   0
Gap between HOMO and LUMO   9.3 eV

Here are the Löwdin charges for atoms 1 to 5, given in e: 0.07, -0.35, 0.03, 0.05, 0.07


two) Below is C4H6ClNOS in the gas phase, with properties calculated with the ωB97M-V functional and the def2-TZVPD basis.

Atoms and positions in Å:
1 C -1.494 0.123 0.404
2 H -1.445 1.124 -0.002
3 S 2.800 -0.528 1.293
4 H 1.132 1.727 -0.836
5 Cl -1.994 -0.660 -2.278
6 H 2.833 1.745 0.646
7 H 0.001 -1.426 0.778
8 O 0.609 -0.208 -0.896
9 H -1.962 0.077 1.358
10 C -0.311 -0.707 0.032
11 C 2.316 0.793 0.551
12 N 1.273 0.918 -0.274
13 C -1.659 -1.031 -0.531
14 H -2.099 -1.946 -0.242

Total charge   0
Gap between HOMO and LUMO   9.4 eV

Here are the Löwdin charges for atoms 1 to 5, given in e: -0.09, 0.11, 0.68, 0.14, 0.58


Most stable to least stable, the ends of the list are one) and two).